No. 1
25
Properties=species:S:1:pos:R:3:lowdin_charge:R:1 method="wB97M-V/def2-TZVPD" relative_energy_ev=1.512 total_charge=+1 orbital_gap_ev=8.263 energy_ev=-9470.52274 spin_multiplicity=1
C -1.9422 0.7491 2.1033 -0.1171
C -1.5387 0.6214 0.6258 -0.1907
C -2.5227 0.2391 -0.2527 -0.1925
N -2.3859 0.0566 -1.6346 0.0467
H -3.0424 0.7300 2.2139 0.0899
H -1.3754 0.0415 2.7339 0.0644
H -1.6404 1.7294 2.4855 0.0685
H -0.5633 0.8867 0.1616 0.0728
H -3.5001 0.0353 0.1191 0.1080
H -3.0358 -0.6437 -2.0328 0.1079
H -1.4359 -0.1605 -1.9746 0.0641
C 1.7445 -0.6975 0.3581 -0.1686
C 2.0189 -0.0325 -0.9614 -0.2595
C 1.5232 -0.8652 -2.1164 -0.0900
N 1.4345 0.3032 1.4271 0.1804
H 0.9040 -1.4037 0.2879 0.1394
H 2.5839 -1.2623 0.8108 0.1464
H 3.0825 0.2447 -1.0625 0.1268
H 1.5389 0.9855 -1.0072 0.1270
H 1.8345 -1.9075 -2.0550 0.0893
H 0.4141 -0.8955 -2.1481 0.0623
H 1.8482 -0.4300 -3.0786 0.0987
H 1.9361 1.1929 1.2328 0.1894
H 0.4288 0.5217 1.4414 0.0836
H 1.6908 -0.0388 2.3227 0.1532

No. 2
25
Properties=species:S:1:pos:R:3:lowdin_charge:R:1 method="wB97M-V/def2-TZVPD" relative_energy_ev=5.659 total_charge=+1 orbital_gap_ev=8.258 energy_ev=-9466.37513 spin_multiplicity=1
N -3.4159 0.3056 0.5784 0.0340
C -2.0328 -0.0113 0.7262 -0.2266
C -1.1297 0.2292 -0.5056 -0.2213
N 0.1739 0.1613 -0.2763 -0.0980
C 1.0301 -1.3966 -0.1598 0.0192
C 1.3683 -1.6006 1.2916 -0.0703
C 0.9375 1.3966 -0.5609 -0.1925
C 2.4405 1.1717 -0.4585 -0.0771
H -1.2911 -0.8010 -1.3325 0.0612
H -3.6451 1.2732 0.4169 0.0879
H -3.9099 -0.3250 -0.0350 0.0862
H -1.8907 -1.0031 1.1651 0.1303
H -1.5881 0.7017 1.4255 0.1428
H -1.5590 1.1397 -0.9358 0.1477
H -1.5640 -1.0342 -2.0705 0.2319
H 1.7831 -1.1401 -0.8887 0.1028
H 0.0829 -1.7382 -0.5430 0.0757
H 1.2065 -0.6394 1.7870 0.0864
H 0.6921 -2.3465 1.6913 0.0852
H 2.4177 -1.7576 1.5386 0.0915
H 0.7861 2.2342 0.1353 0.1280
H 0.5425 1.7400 -1.5224 0.1291
H 2.9755 2.1116 -0.3074 0.0909
H 2.8176 0.8716 -1.4439 0.0876
H 2.7717 0.4571 0.2845 0.0676

No. 3
25
Properties=species:S:1:pos:R:3:lowdin_charge:R:1 method="wB97M-V/def2-TZVPD" relative_energy_ev=5.978 total_charge=+1 orbital_gap_ev=4.066 energy_ev=-9466.05631 spin_multiplicity=1
N 3.2357 -0.9718 -0.8399 0.0085
C 1.0768 1.4902 -2.2471 -0.0398
C 0.4776 1.5902 -0.7644 -0.1734
N 0.1575 0.2491 -0.3791 0.2778
C -2.9963 -1.2629 1.0745 -0.0604
C -1.6036 -1.1019 0.3604 -0.2157
C -0.7962 0.1339 0.7289 -0.3968
C -0.0746 0.0859 2.0600 0.0279
H 3.3570 -1.9937 -0.7224 0.0328
H 2.3039 -0.7080 -0.4839 -0.0306
H 2.0775 1.0845 -2.1484 0.0516
H 0.5830 0.6597 -2.7298 0.0765
H 1.1069 2.3553 -2.8440 0.0694
H -0.3800 2.3775 -0.7986 0.1779
H 1.2591 2.1636 -0.1798 0.1988
H 3.9655 -0.3630 -1.1924 0.0196
H -2.7870 -1.6329 2.1372 0.0961
H -3.5534 -0.2957 1.0909 0.0848
H -3.6535 -1.9701 0.4754 0.1008
H -1.7051 -1.1022 -0.7269 0.1062
H -0.8696 -1.9637 0.3761 0.1429
H -1.4193 1.0571 0.5595 0.1599
H 0.7569 -0.5069 1.9398 0.0623
H 0.2906 0.9949 2.4446 0.0810
H -0.8094 -0.3690 2.8095 0.1418

No. 4
25
Properties=species:S:1:pos:R:3:lowdin_charge:R:1 method="wB97M-V/def2-TZVPD" relative_energy_ev=3.080 total_charge=+1 orbital_gap_ev=6.591 energy_ev=-9468.95476 spin_multiplicity=1
C 1.2094 -2.9380 0.3455 -0.0415
C 1.2750 -1.4217 0.6218 -0.2209
C 0.0041 -0.7577 0.7031 0.0234
C -0.3152 0.4392 0.0734 -0.1027
C 0.7403 1.6922 0.5012 -0.1473
N 0.3303 2.8902 -0.0309 -0.0898
C -0.6054 3.7582 0.6433 -0.0721
N -2.1676 -3.1379 -2.3130 0.0222
H 0.7388 -3.0864 -0.6257 0.0736
H 2.2384 -3.2709 0.2629 0.0909
H 0.6117 -3.4495 1.0948 0.0904
H 1.8835 -1.2002 1.5134 0.1626
H -0.6954 -1.0726 1.4824 0.1574
H 1.8474 -0.9743 -0.1966 0.1257
H -0.2095 0.4546 -1.0085 0.1433
H -1.3094 0.8501 0.2404 0.1203
H 1.7205 1.4256 0.1161 0.1277
H 0.7710 1.7041 1.5856 0.1352
H 0.3736 2.9633 -1.0347 0.1428
H -0.2828 3.9708 1.6579 0.0920
H -0.7809 4.6450 0.0490 0.0942
H -1.6087 3.3108 0.7789 0.0888
H -1.7125 -3.6962 -3.0190 0.0125
H -2.7595 -2.4278 -2.7177 0.0071
H -1.4938 -2.6922 -1.7085 -0.0358

No. 5
25
Properties=species:S:1:pos:R:3:mulliken_spin:R:1 method="wB97M-V/def2-TZVPD" relative_energy_ev=5.176 total_charge=+2 orbital_gap_ev="7.043 / 6.741" s2=0.7540 energy_ev=-9454.24564 spin_multiplicity=2
N 2.7331 1.4344 -0.2037 -0.0008
C 2.1660 0.0292 -0.3073 -0.0011
C 3.3103 -1.0048 -0.4071 -0.0003
C 1.2278 -0.2581 0.8112 0.0035
N -2.6692 0.0404 -0.6459 0.8393
C -1.7839 0.1329 0.5624 0.0502
C -2.5699 0.9203 1.6111 0.0182
C -2.0676 -0.6067 -1.8614 0.0377
H 1.9665 2.0425 -0.5074 0.0000
H -3.4663 -0.5556 -0.3816 -0.0160
H 2.5851 1.5721 0.8032 0.0001
H 1.7245 -0.0541 -1.3060 -0.0002
H 3.0016 -1.9796 -0.7862 0.0000
H 4.1022 -0.5258 -0.9835 0.0001
H 3.8869 -1.1640 0.4970 0.0000
H 1.2636 -1.2837 1.2010 0.0018
H 1.3062 0.4352 1.6707 -0.0007
H -0.8501 0.6476 0.2200 -0.0138
H -1.5256 -0.8773 0.8797 0.0376
H -2.6652 1.9792 1.3392 0.0010
H -3.6089 0.5216 1.6170 -0.0018
H -2.1220 0.7553 2.5905 -0.0020
H -2.9230 -0.7990 -2.5337 -0.0003
H -1.6023 -1.5073 -1.5286 0.0396
H -1.4197 0.1052 -2.3507 0.0079

No. 6
29
Properties=species:S:1:pos:R:3:lowdin_charge:R:1 method="wB97M-V/def2-TZVPD" relative_energy_ev=4.539 total_charge=+1 orbital_gap_ev=10.688 energy_ev=-17655.82934 spin_multiplicity=1
C 1.2009 -0.0494 -1.9932 0.0232
C 0.4790 1.8848 1.3406 -0.1600
C -0.3203 -2.0966 -1.0000 -0.1165
C -0.1894 3.2373 1.5814 -0.2402
C -1.7174 -2.7562 -0.6996 -0.2115
C 0.9833 0.0648 -0.5025 -0.4696
N 0.6782 1.3583 -0.0718 0.0503
N -0.3534 -0.7636 -0.3711 0.1205
O -0.4000 3.1223 2.9817 -0.0761
O -2.7887 -1.8718 -1.0271 -0.0593
O 1.6300 -0.9672 1.4728 0.0285
O 1.9792 -0.7188 0.1524 -0.0508
H 1.9005 -0.7972 -2.1858 0.0918
H 1.7705 0.7067 -2.4523 0.0949
H 0.2823 -0.0726 -2.5603 0.1134
H 1.5079 1.7972 1.7834 0.1441
H -0.0223 1.0788 1.7168 0.0697
H 0.0783 -1.9238 -2.0233 0.1187
H 0.4329 -2.8969 -0.4942 0.1947
H -1.2496 3.2936 1.1558 0.1451
H 0.5456 3.9822 1.1231 0.1405
H -1.8838 -3.7504 -1.2846 0.1541
H -1.8817 -3.1604 0.3367 0.1325
H 1.0475 2.1799 -0.5204 0.1330
H -1.0375 -0.3184 -0.9303 0.1509
H -0.4611 -1.0748 0.5813 0.1595
H -0.9955 3.8963 3.1793 0.1245
H -3.6408 -2.2100 -1.2134 0.0817
H 2.4255 -1.1742 1.9247 0.1123

No. 7
26
Properties=species:S:1:pos:R:3:lowdin_charge:R:1 method="wB97M-V/def2-TZVPD" relative_energy_ev=4.649 total_charge=0 orbital_gap_ev="7.665 / 7.971" energy_ev=-10963.55819 spin_multiplicity=1
C -1.5374 0.3119 -0.2692 -0.4551
C 0.3061 -0.6282 0.5432 -0.4097
C -1.3601 1.7762 0.0087 -0.0989
C -2.4710 -0.3814 0.6875 -0.1100
C -1.8224 -0.0108 -1.7124 -0.1004
C 3.6434 -0.2836 0.0711 -0.2439
N 0.8921 -0.1382 -0.5503 0.0849
N 2.5842 -1.2359 -0.1670 -0.0630
N 0.5776 -0.0564 1.7534 0.0969
H 0.6471 -0.6921 -1.3647 0.0663
H 2.7029 -1.6226 -1.1069 0.0374
H -0.0072 -1.6711 0.6184 0.1322
H 0.8571 -0.6711 2.5019 0.0979
H 1.0536 0.8341 1.7248 0.0941
H -3.4931 0.0125 0.5831 0.0839
H -1.1327 0.4992 -2.3858 0.0730
H -1.0622 1.9446 1.0458 0.0672
H -2.3082 2.3158 -0.1323 0.0864
H -0.6114 2.2171 -0.6487 0.0735
H -2.1652 -0.2280 1.7236 0.0691
H -2.5266 -1.4548 0.4938 0.0744
H -2.8338 0.3222 -1.9882 0.0864
H -1.7788 -1.0858 -1.9037 0.0781
H 3.7054 0.5327 -0.6670 0.0634
H 4.6294 -0.7755 0.0807 0.0665
H 3.5115 0.1692 1.0602 0.0495

No. 8
26
Properties=species:S:1:pos:R:3:lowdin_charge:R:1 method="wB97M-V/def2-TZVPD" relative_energy_ev=4.815 total_charge=0 orbital_gap_ev="7.898 / 7.575" energy_ev=-10963.39148 spin_multiplicity=1
C 1.1219 -0.0842 -2.2282 -0.1790
C 0.8724 -2.2534 -1.3068 -0.2366
N 0.2117 -1.1292 -1.8653 -0.1838
C 0.8330 0.6398 1.8396 -0.3050
N 1.8883 0.5861 1.1199 0.0715
H 2.6453 0.1138 1.6024 0.0373
H 0.7386 0.1815 2.8321 0.1233
H 1.9500 -0.4860 -2.8280 0.0856
H 0.6014 0.6973 -2.7870 0.0698
H 1.7108 -2.5914 -1.9339 0.0782
H 0.0382 -2.9682 -1.0797 0.0596
H 1.2464 -2.0776 -0.2881 0.0603
H 1.5897 0.3717 -1.3410 0.0393
C -1.5076 1.2314 2.2348 -0.0759
C -0.3453 1.9960 0.1924 -0.0608
C -1.5308 -1.4423 -0.7280 0.1056
N -0.2879 1.3006 1.4643 -0.2330
H -1.8610 2.2360 2.4893 0.0862
H -1.3356 0.6836 3.1610 0.0814
H -2.3007 0.7198 1.6785 0.0798
H 0.6654 2.2516 -0.1182 0.0755
H -0.9393 2.9072 0.3034 0.0876
H -0.7902 1.3716 -0.5838 0.0693
H -1.8726 -2.4350 -0.4602 0.0332
H -2.1424 -0.9729 -1.4862 0.0291
H -1.1996 -0.8476 0.1168 0.0016

No. 9
26
Properties=species:S:1:pos:R:3:lowdin_charge:R:1 method="wB97M-V/def2-TZVPD" relative_energy_ev=0.987 total_charge=+2 orbital_gap_ev=11.191 energy_ev=-10949.10058 spin_multiplicity=1
C 2.7582 0.2901 0.1237 0.1968
C -3.1032 0.6795 1.0597 0.2569
C -1.5048 -0.4372 -0.2648 -0.2167
C -1.2128 -1.9031 -0.4248 -0.0608
C -3.7657 -0.0920 -1.0346 0.0192
C 3.2614 -2.1253 0.6997 -0.0771
N -2.8130 0.0353 0.0126 -0.1515
N 2.9723 -0.8279 0.3744 -0.0075
N 3.1794 2.7984 -0.3829 0.1837
H -0.9730 -0.0434 0.5981 0.1125
H 2.9542 1.6229 -0.0254 0.0060
H -2.3035 0.7907 1.6917 0.1088
H -4.1246 0.8724 1.1248 0.1302
H -0.9135 -0.0168 -1.1387 0.1665
H -0.7681 -2.2424 -1.4347 0.1238
H -2.1727 -2.3888 -0.5521 0.0755
H -0.5941 -2.3895 0.3196 0.0794
H -4.7798 -0.0555 -0.8229 0.0981
H -3.7796 0.7314 -1.7090 0.1203
H -3.4877 -1.0063 -1.6150 0.1340
H 2.9245 -2.3133 1.7628 0.1301
H 2.7000 -2.9403 0.1357 0.1320
H 4.3475 -2.3509 0.6619 0.1258
H 3.9458 2.9411 -1.0401 0.1374
H 3.4891 3.2861 0.4065 0.1015
H 2.4457 3.1528 -0.8770 0.0750

No. 10
30
Properties=species:S:1:pos:R:3:lowdin_charge:R:1 method="wB97M-V/def2-TZVPD" relative_energy_ev=0.000 total_charge=+2 orbital_gap_ev="9.348 / 5.981" energy_ev=-19138.57554 spin_multiplicity=1
C 1.4020 1.6786 -0.7507 -0.0884
C -2.1157 -2.4474 1.7229 0.0163
C -2.1270 -1.0209 1.0676 -0.3358
C -0.6791 0.9031 0.7255 -0.0692
C 2.6716 1.0704 -0.9979 -0.3024
C -0.8484 -0.4802 0.3055 -0.3798
N 3.7205 1.4005 -0.2254 0.2639
N 2.8020 0.1693 -1.9797 0.2238
N -1.1292 -0.5104 -1.2186 0.2976
O 0.4446 1.7482 -1.7204 -0.0322
O -3.1957 -0.7538 0.2578 0.0139
O -0.1623 1.0801 1.9761 0.1087
O 0.4166 -1.0664 0.4704 0.0817
H 1.3442 2.1997 0.1642 0.1112
H -1.2624 -2.5503 2.4190 0.0948
H -3.0696 -2.5681 2.2300 0.0948
H -1.9868 -3.3276 1.0567 0.1013
H -2.2058 -0.3398 1.8945 0.1399
H -1.0669 1.6225 0.0995 0.1212
H 4.5889 0.9387 -0.2798 0.1362
H 3.7009 1.9617 0.5117 0.0806
H 2.1035 0.2691 -2.7804 0.1763
H 0.4155 2.6707 -2.0991 0.1798
H 3.5708 -0.4079 -2.0541 0.1068
H -0.9390 0.3420 -1.7257 0.1290
H -2.0835 -0.7955 -1.3659 0.1472
H -0.6794 -1.2830 -1.7508 0.2029
H -4.0326 -0.7995 0.7069 0.1347
H -0.0462 2.0125 2.1969 0.1443
H 0.4486 -1.7161 1.1436 0.1011

No. 11
28
Properties=species:S:1:pos:R:3:lowdin_charge:R:1 method="wB97M-V/def2-TZVPD" relative_energy_ev=0.000 total_charge=+1 orbital_gap_ev=10.920 energy_ev=-14501.14854 spin_multiplicity=1
C 1.3721 2.0072 -0.2678 -0.2110
C 2.4744 1.6936 -1.2753 -0.0565
C 1.3772 0.5063 1.7270 -0.4315
N 0.9726 0.8626 0.5214 0.0815
N 1.8760 1.4092 2.5977 0.1970
N 1.2563 -0.7658 2.0766 0.2208
H 1.6856 2.8562 0.3457 0.1104
H 0.4987 2.4104 -0.7542 0.1209
H 3.1113 0.8737 -1.0001 0.0776
H 2.9611 2.6166 -1.5954 0.0846
H 0.5255 0.1124 -0.0120 0.1247
H 1.4811 1.4062 3.5293 0.1332
H 1.8814 2.3570 2.2489 0.1054
H 0.6778 -1.4384 1.5978 0.1219
H 1.4644 -0.9791 3.0412 0.1334
H 1.9642 1.4895 -2.2315 0.0772
C -1.6475 -1.9209 -1.7673 -0.1551
C -0.9643 -0.9438 -2.7544 -0.0718
C -2.1059 -1.1844 -0.5303 -0.5293
O -1.3026 -0.6875 0.2550 0.0010
N -3.4362 -1.2472 -0.2239 0.1780
H -2.5034 -2.4453 -2.1890 0.1087
H -0.9928 -2.7247 -1.4326 0.1219
H -1.2750 0.0822 -2.5591 0.0773
H -1.1892 -1.2380 -3.7791 0.0771
H -3.6889 -0.6873 0.5816 0.1179
H -4.0227 -1.1919 -1.0501 0.1167
H 0.1182 -1.0440 -2.6748 0.0682

No. 12
31
Properties=species:S:1:pos:R:3:lowdin_charge:R:1 method="wB97M-V/def2-TZVPD" relative_energy_ev=0.000 total_charge=+2 orbital_gap_ev=9.808 energy_ev=-28860.01877 spin_multiplicity=1
C 0.0748 -0.3684 1.6790 -0.2008
C 1.0897 0.5488 3.7565 -0.2555
C -0.1346 -0.1753 -4.0199 0.0504
C -2.1013 0.7942 -2.7640 0.0476
C -1.1670 -0.8263 -0.2059 -0.1939
C -0.7585 -1.1013 -1.7196 -0.1040
N -0.1469 -0.2004 0.4683 0.0461
N 3.5574 0.8213 4.6419 -0.0094
N 0.9260 0.3843 2.3723 0.1079
N 0.6847 -0.1662 4.6787 0.2775
N -0.7467 0.1055 -2.6142 -0.1745
O 2.6307 2.3542 2.7066 -0.2539
O 1.8122 2.6194 5.1193 -0.2178
S 2.3967 1.8972 4.0532 0.7228
H -0.6940 -0.9969 2.2220 0.1721
H 0.5510 -1.0854 -4.1294 0.1357
H -0.9846 -0.2608 -4.7627 0.1276
H 0.4824 0.6894 -4.0816 0.0894
H -2.5736 0.1563 -3.4328 0.0747
H -2.6318 0.7961 -1.8075 0.0936
H -1.9149 1.7453 -3.3184 0.1375
H -1.3114 -1.8752 0.0972 0.1359
H -2.1160 -0.1807 -0.3472 0.1430
H 0.1705 -1.5732 -1.9193 0.1129
H -1.4271 -1.8628 -2.1294 0.1431
H 4.2232 0.5361 4.0469 0.0296
H 4.0907 1.1170 5.5147 0.1500
H 1.5386 1.1206 1.8791 0.1645
H 0.0669 -0.9064 4.6381 0.1341
H 0.9943 0.0251 5.6160 0.1635
H -0.1154 0.7535 -2.1855 0.1504